{
  "formula": "C5H8P2",
  "method": "wB97M-V/def2-TZVPD",
  "relative_energy_ev": 0.518,
  "homo_ev": [-5.7, -8.1],
  "energy_ev": -23886.700,
  "charge": 0,
  "s2": 2.007,
  "max_force_ha_per_bohr": 0.0787,
  "spin_multiplicity": 3,
  "species": ["C", "C", "C", "C", "C", "P", "P", "H", "H", "H", "H", "H", "H", "H", "H"],
  "coordinates": [[0.8841, -0.4867, 1.7365], [1.5138, -0.2083, 0.5049], [-0.4422, -0.0929, 1.7436], [0.7280, 0.3945, -0.4863], [-2.4095, -0.1374, -0.6280], [-0.8971, 0.8200, 0.2551], [1.2928, 0.8738, -2.1259], [1.2299, -1.2523, 2.4374], [2.5755, -0.4487, 0.3091], [-1.1273, -0.2888, 2.5798], [-2.1719, -1.3061, -0.7841], [-2.5604, 0.1696, -1.6548], [-3.3168, 0.1624, -0.0319], [2.4426, 0.0026, -2.2565], [2.2586, 1.7983, -1.5990]]
}

---

{
  "formula": "C5H8S",
  "method": "wB97M-V/def2-TZVPD",
  "relative_energy_ev": 1.475,
  "homo_ev": -8.3,
  "energy_ev": -16148.162,
  "charge": 0,
  "max_force_ha_per_bohr": 0.0434,
  "spin_multiplicity": 1,
  "smiles": "C=CSC(=C)C",
  "species": ["C", "C", "S", "C", "C", "C", "H", "H", "H", "H", "H", "H", "H", "H"],
  "coordinates": [[-2.8027, 0.3311, 0.1893], [-1.5251, 0.0561, 0.5730], [-0.3458, -0.5438, -0.6014], [1.2175, -0.0194, 0.0219], [2.0767, -0.9230, 0.5180], [1.6069, 1.4334, -0.1482], [-3.1850, -0.1230, -0.7783], [-3.4775, 0.7429, 0.9225], [-1.2723, 0.1160, 1.6436], [1.7518, -2.0012, 0.6617], [3.1081, -0.6645, 0.7964], [2.6540, 1.4992, -0.0412], [1.3468, 1.7777, -1.1147], [1.1668, 2.0844, 0.6091]]
}

---

{
  "formula": "C5H8S",
  "method": "wB97M-V/def2-TZVPD",
  "relative_energy_ev": 2.461,
  "homo_ev": -8.5,
  "energy_ev": -16147.177,
  "charge": 0,
  "max_force_ha_per_bohr": 0.1106,
  "spin_multiplicity": 1,
  "smiles": "C/C=C/C(C)=S",
  "species": ["C", "C", "C", "C", "C", "S", "H", "H", "H", "H", "H", "H", "H", "H"],
  "coordinates": [[3.0816, -0.4988, -0.1497], [1.7622, 0.3113, -0.0454], [0.5012, -0.3004, 0.2593], [-0.7987, 0.2731, 0.2643], [-0.8030, 1.6551, -0.0423], [-2.0521, -0.7895, -0.1232], [3.6445, -0.5904, 0.8785], [2.7105, -1.5130, -0.0930], [3.8755, -0.1859, -0.8484], [1.9343, 1.3766, -0.2818], [0.5441, -1.3696, 0.6908], [-0.1887, 2.2881, 0.8246], [-0.3115, 1.9641, -1.0062], [-1.8343, 2.0204, 0.0889]]
}

---

{
  "formula": "C5H8S2",
  "method": "wB97M-V/def2-TZVPD",
  "relative_energy_ev": 3.773,
  "homo_ev": -8.7,
  "energy_ev": -26981.385,
  "charge": 0,
  "max_force_ha_per_bohr": 0.1118,
  "spin_multiplicity": 1,
  "species": ["C", "C", "C", "C", "C", "H", "H", "H", "H", "H", "H", "H", "H", "S", "S"],
  "coordinates": [[0.3047, 0.5286, -0.1981], [-1.0231, 1.0076, -0.1009], [-0.4963, -1.3459, 0.4501], [0.5949, -0.4643, 1.0446], [0.0820, -0.9600, -0.8152], [1.4988, 2.7748, -0.5019], [-1.1443, 1.9856, 0.5192], [-1.1107, 1.4195, -1.1459], [-0.7262, -2.6167, 0.4631], [0.4852, -0.0344, 1.9078], [1.6666, -0.8966, 1.0739], [-0.4304, -1.1562, -1.7396], [0.9367, -1.5499, -0.6336], [1.3431, 1.6273, -1.1006], [-1.9813, -0.3193, 0.7771]]
}

---

{
  "formula": "C5H8S2",
  "method": "wB97M-V/def2-TZVPD",
  "relative_energy_ev": 5.317,
  "homo_ev": [-7.6, -7.2],
  "energy_ev": -26979.841,
  "charge": 0,
  "max_force_ha_per_bohr": 0.0565,
  "spin_multiplicity": 1,
  "species": ["C", "C", "C", "C", "C", "S", "S", "H", "H", "H", "H", "H", "H", "H", "H"],
  "coordinates": [[-2.6084, -0.0483, -1.4791], [-0.6753, -0.9859, -0.0030], [1.5324, -0.0583, -0.7167], [0.6798, 0.3140, 1.6365], [0.2666, 0.1097, 0.1526], [-3.0318, 1.4159, -0.9820], [-1.0076, -2.2982, 0.7222], [-2.6695, -0.5116, -2.4394], [2.4281, 0.1659, -0.0470], [1.5680, -1.1138, -1.2857], [1.5066, 0.7975, -1.4616], [1.4090, 1.2321, 1.6887], [-0.2016, 0.5526, 2.3978], [1.1058, -0.6639, 1.9309], [-0.3021, 1.0924, -0.1142]]
}

---

{
  "formula": "C5H8S3",
  "method": "wB97M-V/def2-TZVPD",
  "relative_energy_ev": 4.733,
  "homo_ev": -8.6,
  "energy_ev": -37815.435,
  "charge": 0,
  "max_force_ha_per_bohr": 0.0809,
  "spin_multiplicity": 1,
  "smiles": "S[C@@H]1[C@H]2SC[C@@H](S)[C@H]12",
  "species": ["S", "C", "C", "S", "C", "C", "S", "C", "H", "H", "H", "H", "H", "H", "H", "H"],
  "coordinates": [[1.8582, 2.4330, -0.6846], [1.2654, 0.9427, 0.2128], [1.0135, -0.2985, -0.5915], [0.8901, -2.0139, -0.5062], [-0.9745, -1.9567, 0.1267], [-1.3880, -0.3279, 0.0215], [-2.6199, 0.2487, 1.0643], [0.0541, 0.1405, 0.4135], [1.1723, 2.4640, -1.9610], [1.8644, 0.9365, 1.1940], [0.8120, 0.1287, -1.5817], [-1.1152, -2.2817, 1.1832], [-1.4245, -2.5018, -0.6694], [-1.8952, -0.1793, -0.9915], [-1.6759, -0.0078, 2.2389], [0.3842, -0.2441, 1.5132]]
}

---

{
  "formula": "C5H8Si",
  "method": "wB97M-V/def2-TZVPD",
  "relative_energy_ev": 4.989,
  "homo_ev": -7.9,
  "energy_ev": -13185.539,
  "charge": 0,
  "max_force_ha_per_bohr": 0.0969,
  "spin_multiplicity": 1,
  "smiles": "CC1=C[C@@H]1C=[SiH2]",
  "species": ["C", "C", "C", "C", "C", "Si", "H", "H", "H", "H", "H", "H", "H", "H"],
  "coordinates": [[0.9349, -1.1003, -1.2361], [0.7205, 0.2018, -0.8063], [1.1845, 1.3356, -0.3391], [-0.1855, 0.9612, 0.1756], [-0.6601, 0.9221, 1.5435], [-1.2486, -0.4727, 2.3902], [0.1729, -1.9604, -0.9308], [1.7796, -1.4579, -0.6591], [0.9214, -1.1462, -2.3350], [1.6980, 2.2269, -0.3613], [-0.8959, 1.2223, -0.5492], [-1.0406, 1.9987, 1.6508], [-0.6259, -1.7391, 2.7488], [-2.2615, -0.1964, 3.3001]]
}

---

{
  "formula": "C5H9AlNO3",
  "method": "wB97M-V/def2-TZVPD",
  "homo_ev": -22.5,
  "energy_ev": -19515.071,
  "charge": 3,
  "max_force_ha_per_bohr": 0.1462,
  "spin_multiplicity": 1,
  "species": ["O", "C", "C", "C", "C", "C", "O", "O", "N", "H", "H", "H", "H", "H", "H", "H", "H", "H", "Al"],
  "coordinates": [[-3.0935, -1.6510, 0.7458], [-2.0423, -1.3071, 0.1957], [-1.7926, -0.3641, -1.1392], [-0.9206, 0.8110, -0.3634], [0.0168, -0.1763, 0.5689], [1.5561, -0.1746, -0.0003], [2.4352, 0.2168, 1.1123], [2.8789, 1.4863, 0.9163], [-0.5946, -1.5816, 0.5871], [-1.0890, -0.8435, -1.9314], [-2.8390, -0.0390, -1.4799], [-1.6391, 1.3068, 0.3825], [-0.4257, 1.4396, -1.1852], [-0.1381, 0.1456, 1.6772], [1.6494, 0.4920, -0.9351], [1.7889, -1.2591, -0.2943], [3.3799, 1.4844, 0.0468], [-0.2349, -2.0979, -0.2492], [1.1041, 2.1118, 1.3453]]
}

---

{
  "formula": "C5H9Br",
  "method": "wB97M-V/def2-TZVPD",
  "relative_energy_ev": 3.808,
  "homo_ev": [-9.0, -8.9],
  "energy_ev": -75368.487,
  "charge": 0,
  "max_force_ha_per_bohr": 0.0901,
  "spin_multiplicity": 1,
  "species": ["C", "C", "C", "C", "C", "Br", "H", "H", "H", "H", "H", "H", "H", "H", "H"],
  "coordinates": [[-0.8607, -0.6970, -1.0309], [-0.4824, 1.8150, -0.2898], [-0.0361, 0.2314, -0.1550], [-0.3671, -0.1980, 1.2589], [1.5075, 0.0548, -0.4108], [-0.1325, 2.7350, -1.9105], [-1.8861, -0.8887, -0.7754], [-0.7590, -0.7257, -2.1899], [-1.5632, 1.6987, -0.2921], [-1.4623, -0.2266, 1.3013], [0.0675, 0.4999, 1.8086], [-0.1519, -1.1685, 1.4780], [2.0794, 0.6052, 0.1913], [1.8411, 0.4357, -1.3147], [1.7163, -1.0001, -0.4655]]
}

---

{
  "formula": "C5H9Br2",
  "method": "wB97M-V/def2-TZVPD",
  "relative_energy_ev": 0.370,
  "homo_ev": [-7.1, -9.6],
  "energy_ev": -145413.645,
  "charge": 0,
  "s2": 0.784,
  "max_force_ha_per_bohr": 0.0223,
  "spin_multiplicity": 2,
  "species": ["Br", "Br", "C", "C", "C", "C", "C", "H", "H", "H", "H", "H", "H", "H", "H", "H"],
  "coordinates": [[-0.9660, 0.6931, 2.4521], [1.2694, 0.2858, 1.8598], [-4.3317, 0.5303, -0.6391], [-3.3756, -0.6221, -0.6301], [-2.0165, -0.3556, -0.5155], [-1.0731, -1.3679, -0.3867], [-3.8689, -2.0447, -0.6763], [-5.3499, 0.1718, -0.6718], [-4.2087, 1.1799, 0.2285], [-4.1845, 1.2178, -1.4723], [-1.6131, 0.6728, -0.5615], [0.0074, -1.1024, -0.3877], [-1.3986, -2.4134, -0.5837], [-4.9502, -2.0135, -0.7019], [-3.5431, -2.6419, -1.5279], [-3.5736, -2.6703, 0.1649]]
}

---

{
  "formula": "C5H9Br2N2",
  "method": "wB97M-V/def2-TZVPD",
  "homo_ev": [-10.4, -13.8],
  "energy_ev": -148385.021,
  "charge": 1,
  "s2": 2.009,
  "max_force_ha_per_bohr": 0.0979,
  "spin_multiplicity": 3,
  "species": ["C", "C", "C", "C", "C", "N", "N", "Br", "Br", "H", "H", "H", "H", "H", "H", "H", "H", "H"],
  "coordinates": [[-0.0065, -1.2708, -0.7956], [1.3983, 0.8117, -0.3223], [-1.5623, -0.5919, 0.8211], [0.7557, -0.4522, 0.2680], [-1.4270, -1.2496, -0.3239], [0.3225, 1.7182, -0.7074], [-0.2916, -0.0487, 1.2794], [-2.7927, -2.0656, -1.3010], [0.0112, 3.1664, 0.5123], [0.0630, -0.8195, -1.7849], [0.3649, -2.2935, -0.8770], [2.0911, 1.2623, 0.3966], [1.9787, 0.5242, -1.2009], [0.4553, 2.1232, -1.6275], [-2.4509, -0.3887, 1.3880], [1.5170, -1.0639, 0.7545], [-0.3658, 0.9873, 1.2903], [-0.0610, -0.3490, 2.2305]]
}

---

{
  "formula": "C5H9Br2NO3",
  "method": "wB97M-V/def2-TZVPD",
  "relative_energy_ev": 0.057,
  "homo_ev": -10.1,
  "energy_ev": -153043.366,
  "charge": 0,
  "max_force_ha_per_bohr": 0.0692,
  "spin_multiplicity": 1,
  "species": ["C", "C", "C", "C", "C", "N", "O", "O", "O", "Br", "Br", "H", "H", "H", "H", "H", "H", "H", "H", "H"],
  "coordinates": [[-1.9419, -1.1405, -1.6004], [-0.7835, 1.3821, 1.5715], [-0.4296, -0.6049, -1.4409], [0.0191, -0.1822, -0.0595], [1.7873, 0.0247, 0.0129], [2.0984, 0.4942, 1.3790], [1.9147, -0.2698, 2.3036], [2.5773, 1.5695, 1.5439], [-0.3795, 1.1243, 0.2538], [2.6376, -1.7131, -0.1800], [2.5713, 1.1729, -1.2961], [-2.5343, -0.3255, -1.7347], [-2.0604, -1.8272, -2.5011], [-2.1575, -1.7210, -0.7586], [-0.1640, 0.7824, 2.2290], [-1.8932, 1.0932, 1.8433], [-0.6399, 2.5207, 1.7968], [0.0310, -1.5849, -1.7244], [-0.2733, 0.0895, -2.2607], [-0.3795, -0.8846, 0.6225]]
}